{"formula": "C5H9NO3", "method": "ωB97M-V/def2-TZVPD", "smiles": "C[C@@H](N)C(=O)CC(=O)O", "lumo_energy_ev": 0.52, "spin_multiplicity": 1, "largest_force_ha_per_bohr": 0.0272, "elements": ["C", "C", "N", "C", "O", "C", "C", "O", "H", "H", "H", "H", "H", "H", "H", "H", "O", "H"], "coordinates": [[-2.1390, -0.2747, -0.5238], [-1.0629, -0.4366, 0.5537], [-0.5054, -1.7754, 0.5413], [2.4401, 1.0766, -0.4789], [3.3686, 0.9257, -1.2401], [1.1907, 0.2153, -0.5698], [0.0166, 0.6004, 0.2927], [-0.0286, 1.6580, 0.9021], [-1.7338, -0.5009, -1.5202], [-2.9592, -0.9771, -0.3215], [-2.5413, 0.7459, -0.5201], [-1.5164, -0.1732, 1.5255], [-1.2417, -2.4733, 0.5255], [0.8654, 0.1406, -1.6156], [1.5500, -0.8148, -0.4180], [0.1285, -1.9311, 1.3520], [2.5379, 1.9286, 0.5727], [1.6304, 2.0659, 0.9426]]}